Here is a molecular structure, C57H55N5O4S3Sn at a distorted geometry from the OMol25 dataset. Energies are from ωB97M-V/def2-TZVPD.

Positions of all 125 atoms, in Å:
Sn 0.16456 -0.09129 0.28525
S -1.66616 -2.73367 -0.51625
S -2.61771 0.42216 -4.52950
S 2.11689 -1.40050 -2.11136
O 1.49478 -0.13521 -2.50872
O 0.50228 2.09279 0.21006
O 0.05508 -0.14053 2.43775
O -1.08878 1.01473 -1.85108
N 0.49872 -4.17401 0.14041
N 1.20146 -3.10825 0.53785
N -1.29211 -5.31087 -0.70800
N 2.73123 -0.88821 0.95095
N -2.07138 0.88353 0.65639
C 2.91977 3.70969 -3.57144
C 5.08464 -0.47781 -4.72666
C -5.83743 -1.81767 -2.22602
C -3.32326 2.86741 0.28527
C 4.52744 -0.96375 3.05098
C 4.20564 0.23523 2.43710
C -0.80204 -1.61126 -3.98576
C 0.62530 3.11427 -3.14161
C 3.93302 -2.12802 2.59717
C 5.70214 -2.54120 -3.66165
C -1.31203 5.37058 1.99756
C 0.55359 -2.23910 -4.31250
C -1.42123 6.47226 -0.12479
C 0.55078 -2.09854 4.12890
C 3.27713 0.22264 1.40631
C -5.70074 -2.02474 -3.58883
C -0.93702 5.33269 -0.74239
C 3.11533 3.90477 -2.21292
C -4.96151 -0.97450 -1.56534
C 3.63038 -1.47949 -3.11602
C -4.69641 -1.38782 -4.29504
C -0.78102 -4.10544 -0.32475
C -1.33424 -3.20899 5.79726
C -3.94979 -0.34190 -2.26535
C -2.13360 2.31295 5.91250
C -1.60568 6.49741 1.24795
C -3.82115 -0.54489 -3.63002
C 0.04203 1.81272 4.29672
C 4.52973 -2.51513 -2.92682
C -0.96285 -0.27100 3.33500
C -3.71719 1.54505 2.22664
C -2.33117 -0.51391 2.60161
C -0.63523 4.20384 0.00892
C 3.91322 -0.44702 -3.98971
C -0.69501 -1.49378 4.22938
C 1.67088 3.33200 -4.02675
C 0.82915 3.26949 -1.77737
C 2.37660 -3.25236 1.01686
C -0.14935 2.92368 -0.66123
C -2.13482 1.21683 5.06851
C -1.03263 3.14848 5.97402
C -1.43519 2.22361 -1.23909
C 2.07735 3.68994 -1.33215
C -4.02635 2.64987 1.45452
C 0.05357 2.89473 5.15603
C -1.62256 -2.04392 5.10638
C 0.84240 -3.25855 4.81885
C -2.33203 1.96334 -0.07282
C 1.21613 -2.75052 -3.04506
C -0.82393 4.23308 1.38197
C -2.72284 0.67227 1.79811
C 3.04512 -2.04923 1.52207
C -0.11093 -3.83740 5.63802
C 5.97464 -1.52741 -4.56838
C -1.04430 0.94947 4.25154
C 3.09375 -4.57788 1.09923
C -1.40851 -0.81814 -5.13088
H 0.46454 -3.11085 -2.34720
H -4.25004 1.34568 3.14296
H 6.40635 -3.34870 -3.52684
H -2.99632 0.56671 5.06622
H 4.15545 -4.43174 1.27343
H 5.21933 -0.98786 3.88107
H -0.33383 2.82499 -3.54892
H -0.27276 1.15545 -2.35399
H -4.59729 -1.52410 -5.36035
H 2.69385 -5.18888 1.91058
H -1.01913 3.98089 6.66322
H -1.89362 -1.45129 -5.87523
H 3.73343 3.85911 -4.26827
H -6.63643 -2.30772 -1.68847
H -4.79737 3.33832 1.76664
H -3.11708 -0.76805 3.31037
H 2.97613 -5.11531 0.15487
H 0.87268 -5.11500 0.28423
H 3.21275 0.37218 -4.06674
H 5.30594 0.31961 -5.41991
H -2.27834 -5.30869 -0.91164
H -2.99475 2.50960 6.53498
H 1.20299 -1.49597 -4.77918
H 0.09919 -4.76393 6.15446
H 6.88756 -1.55306 -5.14554
H 1.27444 -1.63904 3.47569
H 2.21079 3.81275 -0.26799
H -0.65143 -0.21172 -5.63068
H 4.08328 4.21212 -1.84415
H -2.07659 -3.63613 6.45756
H 1.81754 -3.71522 4.71371
H 4.12927 -3.06747 3.09215
H -3.25812 0.30199 -1.75197
H 1.94446 -3.53716 -3.23211
H -5.07449 -0.79311 -0.50627
H 0.91734 3.54134 5.19823
H -1.45598 5.37484 3.06780
H -6.39966 -2.66633 -4.10313
H -3.52751 3.71939 -0.34268
H -2.14725 -1.36051 1.93893
H -0.78662 5.31530 -1.81321
H 1.50308 3.19343 -5.08589
H 0.42811 -3.06218 -5.02068
H -1.92990 2.90895 -1.94551
H 2.94187 1.13245 0.92666
H 4.31011 -3.28784 -2.20329
H -0.90660 -6.17425 -0.35537
H -1.50106 -2.39397 -3.68268
H 0.87454 1.61017 3.64151
H -0.66237 -0.94266 -3.13840
H -2.58442 -1.57905 5.26282
H -1.64542 7.34831 -0.71685
H -1.97312 7.39371 1.72837
H 4.66413 1.15497 2.75975
H -0.57821 3.34793 1.94915

Total charge: 0
HOMO-LUMO gap in eV: 6.68
Strongest force on any atom in eV Å⁻¹: 2.0
Relative energy (zero: lowest compared OMol25 entry of this formula, charge and spin) in eV: 0.414
Molar mass in g mol⁻¹: 1089.0

Löwdin population analysis, charges in e, atoms 1 to 2:
1 Sn 1.35
2 S 0.70

=====

Here is a molecular structure, C57H59CsN10O3P3SSi at a distorted geometry from the OMol25 dataset. Energies are from ωB97M-V/def2-TZVPD.

Positions of all 135 atoms, in Å:
Cs 0.30651 -0.88407 -0.64864
S 3.32073 -1.07542 1.67873
P -3.10591 -2.16360 -0.83320
P -2.19851 2.77796 0.21334
P 0.60811 1.40724 -3.27233
Si -2.83056 -0.06472 1.32370
O 2.20404 -0.64357 2.50447
O 4.39814 -0.10726 1.53414
O 3.51233 0.54079 -2.50070
N 2.21565 2.25904 1.55002
N 2.81482 -2.54453 -1.76828
N 5.64900 -5.88807 4.27479
N 2.67348 -1.57728 0.31920
N -0.17157 1.50848 -5.98294
N -1.14476 3.23386 -4.52141
N 4.79482 -2.28891 -0.45616
N 4.14732 2.56610 0.24414
N 1.22203 3.37153 -5.18194
N 2.44646 1.27928 -0.56508
C -4.58450 -0.83862 1.10549
C -3.04200 2.44920 4.77557
C -0.49775 7.09132 -0.31851
C 0.29533 6.01073 0.05374
C -1.97576 -5.95773 -1.88786
C 3.49925 1.15617 -1.45356
C -0.00932 4.09315 -4.85275
C -6.41800 2.97995 -1.72630
C 4.71309 1.90318 -0.91411
C -7.04545 -2.07492 0.43833
C -4.67585 -1.81157 0.08243
C -5.28130 3.36323 -2.43110
C -5.04468 2.54239 0.20391
C -0.88498 2.51699 -3.26098
C -0.27581 4.75849 0.22599
C -3.89731 2.90582 -0.49231
C 3.75185 -4.70541 3.33686
C -2.19001 -4.58801 -1.87473
C 1.76398 2.66321 -4.01232
C -2.42884 5.64528 -0.30507
C 2.92781 2.00925 0.42811
C -2.06842 -1.44816 2.44321
C 4.95759 3.05760 1.33610
C -6.29309 2.56554 -0.40979
C -3.88930 0.28418 -3.97683
C 4.93030 -3.17874 -2.66267
C -2.43555 3.79044 2.87695
C 4.02296 -2.48219 2.47022
C 0.92761 2.43007 -6.26160
C -3.48230 -6.20341 -0.04200
C -2.53988 2.67867 2.03962
C 5.36376 -2.50828 2.81484
C -3.70404 -4.83015 -0.03914
C -3.07093 -3.99862 -0.96245
C -3.14964 1.34136 3.94505
C -2.91167 1.41431 2.56773
C -1.86007 6.90154 -0.49760
C 5.89825 -3.62776 3.43168
C -4.02997 -2.45450 -3.55762
C -5.88648 -2.41283 -0.24686
C 5.09887 -4.73774 3.69823
C -6.97976 -1.13140 1.45810
C -1.35063 2.29675 -5.62523
C 0.18018 0.58398 -4.89179
C -3.58723 -1.62990 -2.52619
C -5.77020 -0.53048 1.78428
C 3.47071 -2.13166 -0.65693
C -4.31826 -0.54776 -5.00362
C -1.64923 4.55081 0.05571
C 3.55650 -3.03196 -2.74684
C -4.38568 -1.91767 -4.78976
C 5.49321 -2.80274 -1.45666
C -3.51883 -0.25168 -2.75214
C -2.62407 -6.77414 -0.96867
C -2.68065 3.67701 4.23835
C -4.03542 3.31030 -1.82590
C 3.21777 -3.58451 2.72748
H -1.75504 1.90742 -3.00461
H 1.82843 1.85301 -6.48078
H -2.45116 -7.84320 -0.97110
H -1.65608 -3.96424 -2.58425
H -1.06862 -1.17578 2.79906
H -2.58829 4.54691 4.87821
H -7.99004 -2.53564 0.17548
H 2.69011 2.15606 -4.28682
H -3.49751 5.52400 -0.43727
H 4.98823 -6.48684 4.74266
H 1.36172 6.13940 0.19539
H -2.69871 -1.64706 3.31875
H -4.96729 2.21873 1.23519
H 2.75779 2.45474 2.37733
H -5.74623 0.20469 2.58415
H -1.64976 2.87321 -6.50487
H -0.77110 3.24951 -2.45686
H 6.47703 -5.73413 4.82673
H -1.29048 -6.38689 -2.60848
H -0.65629 -0.10118 -4.72639
H -2.15865 1.61259 -5.36420
H 0.65973 3.00814 -7.15012
H 6.55870 -2.92480 -1.28074
H 0.18459 4.76225 -4.01186
H -4.59976 -0.12959 -5.96244
H -3.98568 -6.82666 0.68704
H 5.46449 1.16447 -0.62047
H 5.92067 3.37144 0.93890
H 1.03281 -0.02372 -5.20689
H 0.36218 3.91941 0.48774
H 5.12333 2.59510 -1.64909
H 6.94948 -3.64917 3.69821
H -1.97017 -2.39753 1.90238
H 5.13157 2.28144 2.08824
H 2.01808 3.39627 -3.24042
H -0.28533 4.69650 -5.72146
H -4.72356 -2.57434 -5.58249
H 4.49405 3.92909 1.80039
H 1.51107 1.55498 1.73515
H -3.23599 2.35791 5.83850
H 5.98115 -1.65208 2.58154
H -4.37818 -4.40176 0.69168
H -0.05645 8.06813 -0.47353
H -3.18914 0.40321 -1.94715
H 3.12119 -5.56498 3.53503
H -2.15510 4.75423 2.46890
H -5.92830 -3.14206 -1.05041
H -7.38934 2.99699 -2.20492
H 3.02299 -3.33725 -3.64287
H -5.36328 3.69194 -3.46068
H -7.88114 -0.86347 1.99890
H -3.42077 0.38439 4.38067
H -3.84945 1.35588 -4.12182
H -4.10228 -3.52436 -3.40381
H 2.17041 -3.56091 2.45355
H 5.51535 -3.58067 -3.47651
H -2.48980 7.73467 -0.78606
H -3.16114 3.60896 -2.39564
H -7.16640 2.24929 0.14746

Total charge: -1
HOMO-LUMO gap in eV: 4.86
Strongest force on any atom in eV Å⁻¹: 2.0
Relative energy (zero: lowest compared OMol25 entry of this formula, charge and spin) in eV: 0.567
Molar mass in g mol⁻¹: 1218.1

Löwdin population analysis, charges in e, atoms 1 to 2:
1 Cs 0.81
2 S 0.56

=====

Here is a molecular structure, C57H60Br2I2KN5O4Si at a distorted geometry from the OMol25 dataset. Energies are from ωB97M-V/def2-TZVPD.

Positions of all 132 atoms, in Å:
I 2.94202 3.78069 -1.68052
I -0.14301 1.95742 -1.79147
Br 1.92783 -1.99875 -1.76932
Br -3.13905 -2.43878 6.40542
K -0.55271 -0.99472 0.02076
Si 2.21248 -0.33768 2.35392
O -2.10812 -0.72262 -1.74362
O -5.89422 2.16178 5.04576
O -0.11366 2.12807 1.86522
O 0.28904 -3.07128 0.54307
N -2.83412 1.58406 -0.57084
N -0.29231 4.28914 2.54880
N -8.10733 0.32326 0.25019
N -7.50832 -0.10803 -0.76649
N -2.49583 -0.75937 2.11255
C 1.27991 -8.55409 -2.75085
C -1.23496 3.96171 3.59316
C -3.27619 -1.81458 2.32879
C 3.90608 -1.24640 2.07818
C -3.79795 0.69881 -0.90005
C 1.76755 -7.16036 -3.14773
C 1.16825 -6.82537 -4.52193
C -5.80648 0.55142 3.22005
C 5.19870 -0.77932 2.32779
C 1.09169 -2.56851 6.43471
C 2.82820 1.40803 2.96127
C 6.32695 -1.54746 2.05047
C 2.57915 3.42058 4.34094
C -3.50941 -2.35390 3.58638
C 1.81408 -1.17704 4.07385
C 0.08194 5.66114 2.32713
C -2.88255 -1.74668 4.65812
C 3.29645 -7.21228 -3.27339
C 1.75054 -4.77155 -2.31921
C 0.39159 -2.77898 5.25584
C 1.35857 -6.09435 -2.13240
C 0.74848 -2.08339 4.10347
C -6.33840 0.11524 2.01194
C 1.77378 2.26451 -2.62284
C 0.19418 3.29549 1.76090
C -5.68056 -1.11068 -1.82959
C 3.37396 4.16211 3.47456
C 0.59048 -4.02281 -0.25177
C 3.80096 -2.53572 1.52984
C 6.19195 -2.82316 1.51958
C -1.91656 -4.92355 1.20929
C 4.91646 -3.31742 1.26415
C 3.62110 2.18995 2.10641
C 0.19957 -5.54517 2.41202
C -0.64007 -5.77436 1.14819
C -6.12633 -0.06840 -1.01209
C -7.43055 0.75543 1.44525
C -1.89497 -0.19719 3.16208
C -1.07355 -7.24362 1.14332
C -2.05974 -0.65669 4.46460
C 3.89528 3.53015 2.34933
C 0.58037 -6.35893 -1.00588
C 0.18731 -5.39642 -0.08325
C 2.51319 -1.00515 5.27534
C 2.32021 2.07782 4.08501
C 2.16040 -1.67639 6.43887
C -4.35608 -1.35372 -2.12683
C -5.48724 2.18747 -0.07673
C -3.32706 -0.51657 -1.61265
C -8.02408 1.80798 2.14067
C -4.74094 1.55148 5.59913
C -4.49596 3.06617 0.26489
C -5.16479 0.92561 -0.62686
C -7.49233 2.26522 3.33277
C -3.16477 2.70629 0.02267
C 1.37473 -3.79694 -1.42402
C -6.36899 1.63997 3.87253
H -4.93870 0.04417 3.62018
H 5.33636 0.21083 2.75454
H 2.81143 -2.92223 1.29285
H -1.51941 -0.20066 5.28257
H -3.72971 -2.26760 1.45110
H 2.15516 3.88887 5.22514
H -0.43614 -3.48068 5.22967
H 0.18933 -2.25206 3.18510
H -5.86623 -0.71536 1.50446
H 3.60135 -7.98275 -3.99070
H 2.34838 -4.47927 -3.17527
H 2.72625 -1.51277 7.35130
H -3.88782 1.62199 4.91983
H -7.93250 3.10022 3.86384
H -2.49685 -5.18164 2.10310
H -0.21904 -7.92361 1.19952
H -4.91698 0.49716 5.83379
H 0.07774 -6.80102 -4.46540
H 1.50153 -5.84531 -4.86772
H 3.58090 5.20951 3.66921
H 1.68592 1.53588 4.78118
H 0.26226 -7.37833 -0.83931
H 0.53768 -4.51492 2.47038
H -1.22646 0.63189 2.94546
H 1.68097 -8.86123 -1.78204
H 0.18956 -8.59613 -2.69309
H -1.70280 -7.43040 2.01832
H -2.27031 3.96026 3.23473
H -1.65512 -7.49453 0.25167
H -4.73274 4.02737 0.70471
H -6.52007 2.46313 0.06529
H 1.46309 -7.57037 -5.27003
H -4.05827 -2.20609 -2.72436
H 7.06861 -3.42355 1.30002
H -1.00589 2.96989 3.97992
H 0.46503 6.11032 3.24785
H 1.60549 -9.28259 -3.49935
H -2.34704 3.37178 0.29066
H 1.67612 2.56290 -3.65826
H 4.51531 4.08589 1.65150
H -2.54389 -5.10534 0.33121
H 4.78770 -4.30782 0.83881
H -4.52066 2.09251 6.51618
H 0.81421 -3.09727 7.34021
H 3.69806 -6.25626 -3.61373
H 7.31511 -1.14565 2.25555
H -8.90836 2.26750 1.71548
H 0.87694 5.69516 1.58295
H -1.65812 -3.86767 1.24350
H 2.34235 1.34554 -2.53949
H 4.02028 1.73907 1.19998
H 3.36326 -0.32780 5.29645
H -6.44851 -1.78034 -2.20427
H -4.14262 -3.21960 3.71482
H -0.38820 -5.77820 3.30824
H 0.92678 3.64574 1.01810
H 3.75315 -7.43570 -2.30674
H -1.14371 4.68911 4.40174
H -0.75856 6.26387 1.96685
H 1.08007 -6.19414 2.40365

Total charge: -2
HOMO-LUMO gap in eV: 4.65
Strongest force on any atom in eV Å⁻¹: 1.4
Relative energy (zero: lowest compared OMol25 entry of this formula, charge and spin) in eV: 1.184
Molar mass in g mol⁻¹: 1359.9

Löwdin population analysis, charges in e, atoms 1 to 2:
1 I 0.65
2 I 0.97